1.
9
Properties=species:S:1:pos:R:3 method="wB97M-V/def2-TZVPD" e_tot_ha=-317.4487 total_charge=0 de_lowest_kcal_mol=52.49 e_homo_ha=-0.3652 gap_ev=10.45 smiles=Oc1nnc[nH]1
O 0.279 1.844 -0.695
C 0.114 0.561 -0.382
N 0.204 -0.466 -1.163
N -0.217 -1.549 -0.406
C -0.441 -1.129 0.796
N -0.179 0.250 0.955
H 0.138 1.888 -1.651
H -0.796 -1.756 1.606
H 0.898 0.356 0.942

2.
118
Properties=species:S:1:pos:R:3 method="wB97M-V/def2-TZVPD" e_tot_ha=-8871.4090 total_charge=-2 de_lowest_kcal_mol=9.03 e_homo_ha=-0.0128 gap_ev=3.33
Rb 0.270 0.800 0.861
C -2.400 -3.230 0.056
C -2.083 -3.015 -1.429
As -3.398 -1.993 -2.488
C -3.776 -0.480 -1.309
C -2.908 -0.010 -0.321
C -3.283 1.050 0.502
C -4.503 1.683 0.307
C -5.354 1.251 -0.701
C -4.992 0.174 -1.493
C -4.953 -3.092 -1.881
C -5.649 -2.920 -0.684
C -6.672 -3.785 -0.317
C -7.025 -4.845 -1.144
C -6.345 -5.030 -2.340
C -5.324 -4.158 -2.700
As -0.725 -3.327 1.126
C -1.392 -2.620 2.832
C -0.464 -1.971 3.641
C -0.807 -1.523 4.912
C -2.106 -1.693 5.372
C -3.056 -2.304 4.557
C -2.698 -2.774 3.299
C -0.863 -5.229 1.601
C -0.723 -5.699 2.905
C -0.744 -7.063 3.174
C -0.901 -7.979 2.142
C -1.033 -7.522 0.836
C -1.010 -6.160 0.571
H -3.002 -4.125 0.211
H -2.956 -2.389 0.472
H -1.997 -3.970 -1.952
H -1.144 -2.475 -1.571
H -1.930 -0.464 -0.213
H -2.626 1.392 1.295
H -4.787 2.514 0.942
H -6.301 1.752 -0.867
H -5.670 -0.171 -2.267
H -5.390 -2.098 -0.027
H -7.193 -3.636 0.622
H -7.822 -5.521 -0.857
H -6.610 -5.853 -2.994
H -4.800 -4.307 -3.639
H 0.556 -1.847 3.288
H -0.044 -1.058 5.528
H -2.382 -1.360 6.367
H -4.072 -2.435 4.911
H -3.437 -3.277 2.686
H -0.581 -4.995 3.716
H -0.627 -7.410 4.193
H -0.912 -9.041 2.351
H -1.146 -8.229 0.023
H -1.102 -5.815 -0.454
N -1.515 2.657 5.342
C -1.843 1.846 4.321
N -1.184 2.201 3.249
C -0.441 3.264 3.671
N -0.615 3.570 4.938
C 0.489 3.973 2.798
C 1.343 4.965 3.268
N 2.226 5.574 2.485
C 2.276 5.164 1.225
C 1.439 4.167 0.748
N 0.538 3.582 1.531
H -1.815 2.627 6.301
H -2.530 1.018 4.405
H 1.305 5.271 4.307
H 3.014 5.634 0.586
H 1.489 3.820 -0.280
O -0.919 -0.370 -3.140
S 0.120 0.034 -2.191
O 0.222 -0.922 -1.067
O -0.081 1.392 -1.668
C 1.675 0.075 -3.080
C 1.589 0.248 -4.462
C 2.756 0.322 -5.209
C 3.983 0.214 -4.554
C 4.020 0.041 -3.172
C 2.865 -0.028 -2.373
P 3.002 -0.776 0.155
C 4.668 0.002 0.446
C 4.963 1.261 -0.082
C 6.142 1.920 0.242
C 7.060 1.333 1.106
C 6.780 0.084 1.645
C 5.595 -0.570 1.323
C 3.471 -2.324 -0.761
C 4.752 -2.596 -1.242
C 5.035 -3.791 -1.896
C 4.038 -4.736 -2.094
C 2.755 -4.474 -1.626
C 2.480 -3.285 -0.966
H 0.615 0.304 -4.938
H 2.709 0.451 -6.285
H 4.910 0.259 -5.123
H 5.000 -0.042 -2.698
H 4.248 1.713 -0.760
H 6.347 2.900 -0.179
H 7.980 1.846 1.362
H 7.482 -0.383 2.328
H 5.372 -1.540 1.754
H 5.544 -1.867 -1.112
H 6.041 -3.979 -2.257
H 4.256 -5.666 -2.608
H 1.966 -5.205 -1.773
H 1.485 -3.082 -0.596
Cl 2.583 -4.110 3.221
C 2.816 -2.506 3.867
C 2.881 -2.360 5.229
C 2.980 -1.089 5.811
C 2.948 0.010 4.964
C 2.888 -0.148 3.592
Cl 2.639 1.306 2.646
C 2.876 -1.417 2.891
N 2.875 -1.678 1.621
H 2.850 -3.249 5.847
H 3.061 -0.967 6.884
H 2.959 1.019 5.363